[1]
{
  "formula": "C22H19AsCoN2O7S3",
  "method": "ωB97M-V/def2-TZVPD",
  "symbols": ["Co", "C", "C", "N", "N", "C", "S", "S", "C", "C", "C", "C", "C", "C", "C", "C", "C", "C", "C", "C", "C", "O", "H", "H", "H", "H", "H", "H", "H", "H", "H", "H", "H", "H", "H", "H", "O", "As", "O", "O", "C", "C", "C", "C", "C", "C", "S", "O", "O", "O", "H", "H", "H", "H", "H"],
  "coordinates": [[-0.39545, -0.95040, -0.16863], [3.28749, 1.14992, -0.14537], [2.10462, 0.31738, -0.54726], [1.18201, -0.00132, 0.29810], [1.45890, 0.21636, 1.65136], [0.89618, -0.67608, 2.37802], [-0.16514, -1.90834, 1.79111], [1.41262, -0.72276, 4.08308], [2.50557, -2.18869, 3.94146], [3.66996, -1.96165, 3.01433], [3.56111, -2.24819, 1.65439], [4.61462, -1.98108, 0.79169], [5.79420, -1.43392, 1.27689], [5.91613, -1.15847, 2.63247], [4.85990, -1.42120, 3.49212], [2.03992, -0.23307, -1.89193], [2.78399, 0.33898, -2.93640], [2.84416, -0.24487, -4.17865], [2.16182, -1.45133, -4.39353], [1.43818, -2.04264, -3.38934], [1.34824, -1.44925, -2.11291], [0.65518, -2.07018, -1.18907], [3.28906, 1.32892, 0.92325], [3.23628, 2.10694, -0.66982], [4.21172, 0.65544, -0.44188], [1.90401, -3.03916, 3.62505], [2.84711, -2.36495, 4.96170], [2.64412, -2.67546, 1.26619], [4.50647, -2.20064, -0.26399], [6.61602, -1.22585, 0.60287], [6.83461, -0.73538, 3.02054], [4.95217, -1.18978, 4.54775], [3.31058, 1.26852, -2.75928], [3.40178, 0.22395, -4.97853], [2.18653, -1.91586, -5.37227], [0.86749, -2.94700, -3.55064], [-4.08247, -3.05064, -1.60707], [-2.80764, -1.85924, -1.93989], [-2.18723, -2.10159, -3.41977], [-1.92826, -2.00808, -0.50464], [-3.88132, -0.23797, -1.78732], [-5.21455, -0.32136, -2.17477], [-6.05124, 0.78076, -2.08000], [-5.56765, 1.98395, -1.59098], [-4.24149, 2.08682, -1.20412], [-3.40902, 0.97943, -1.30152], [-1.72120, 1.19455, -0.79443], [-1.44534, 2.59696, -0.87416], [-0.92240, 0.31621, -1.69492], [-1.55676, 0.58582, 0.54837], [-3.84614, -3.44390, -0.75737], [-5.59708, -1.26418, -2.54245], [-7.08590, 0.69630, -2.38872], [-6.21844, 2.84581, -1.51519], [-3.83412, 3.01894, -0.83871]],
  "forces_ev_per_angstrom": [[-0.11, 0.07, -0.06], [-0.03, 0.02, -0.04], [0.06, 0.00, 0.02], [0.01, 0.12, 0.04], [0.11, 0.08, -0.08], [0.05, -0.17, -0.01], [0.06, -0.08, 0.08], [-0.08, -0.03, 0.09], [0.08, 0.08, -0.12], [-0.05, -0.03, 0.01], [0.01, -0.03, 0.06], [0.00, -0.04, -0.01], [0.00, -0.01, 0.02], [0.00, 0.00, -0.01], [-0.03, 0.05, 0.00], [0.06, 0.08, -0.02], [-0.01, -0.01, 0.02], [-0.02, -0.04, 0.00], [0.02, 0.03, 0.00], [0.01, -0.02, -0.02], [-0.09, -0.05, 0.06], [0.01, -0.06, -0.02], [0.01, 0.00, 0.01], [-0.01, 0.00, 0.00], [-0.02, 0.01, 0.00], [-0.02, 0.02, -0.02], [0.00, 0.00, 0.01], [-0.06, 0.02, -0.02], [-0.01, 0.01, 0.00], [0.00, 0.00, 0.00], [0.00, 0.00, 0.00], [0.00, 0.00, 0.00], [0.00, 0.00, 0.00], [0.00, 0.00, -0.01], [0.00, 0.00, 0.00], [0.00, 0.00, 0.00], [0.03, -0.05, 0.00], [0.13, -0.02, -0.02], [-0.05, 0.03, 0.08], [-0.13, -0.01, -0.09], [0.02, 0.04, 0.04], [0.03, -0.01, 0.00], [-0.03, -0.01, -0.01], [-0.01, 0.02, 0.01], [0.01, -0.04, -0.01], [-0.05, -0.01, -0.03], [0.11, -0.04, -0.10], [0.01, 0.02, 0.02], [0.02, 0.05, 0.07], [-0.03, -0.05, 0.05], [-0.03, 0.02, 0.02], [-0.01, 0.00, 0.00], [0.00, 0.00, 0.00], [0.00, 0.00, 0.00], [0.01, 0.00, 0.00]],
  "nbo_charge": [1.15, -0.69, 0.37, -0.31, -0.36, -0.08, -0.05, 0.23, -0.55, 0.06, -0.24, -0.20, -0.23, -0.22, -0.24, -0.25, -0.15, -0.28, -0.17, -0.28, 0.47, -0.67, 0.26, 0.23, 0.23, 0.24, 0.22, 0.24, 0.22, 0.21, 0.20, 0.20, 0.20, 0.20, 0.20, 0.23, -1.04, 2.45, -1.12, -1.13, -0.41, -0.19, -0.21, -0.22, -0.20, -0.25, 2.39, -0.94, -0.97, -0.95, 0.49, 0.23, 0.21, 0.21, 0.24],
  "fmax_ha_per_bohr": 0.003,
  "total_charge": -1,
  "multiplicity": 1,
  "lumo_energy_ha": [0.0912, 0.0912],
  "gap_ev": [7.713, 7.712],
  "de_lowest_kcal_mol": 0.00
}

=====

[2]
{
  "formula": "C4H2ClNS2",
  "method": "ωB97M-V/def2-TZVPD",
  "symbols": ["N", "C", "C", "Cl", "C", "S", "C", "S", "H", "H"],
  "coordinates": [[-1.20886, -1.86231, 1.53961], [-0.57223, -1.16199, 0.86269], [0.17214, -0.30913, -0.06685], [1.34187, -1.32582, -0.98432], [0.98196, 0.78435, 0.62144], [1.04984, 1.03129, 2.20226], [-0.82733, 0.24591, -1.09547], [-1.15144, 1.78808, -1.31719], [1.51487, 1.38045, -0.10135], [-1.30083, -0.57082, -1.66083]],
  "forces_ev_per_angstrom": [[1.10, 1.26, -1.19], [-1.05, -1.31, 1.17], [-0.10, 0.43, 0.07], [0.00, -0.03, -0.01], [-0.35, -0.33, 0.41], [0.00, -0.06, -0.44], [0.11, -0.59, 0.02], [-0.01, 0.03, -0.01], [0.23, 0.23, -0.14], [0.08, 0.36, 0.12]],
  "nbo_charge": [-0.24, 0.25, -0.28, 0.03, -0.29, 0.19, -0.29, 0.19, 0.22, 0.22],
  "fmax_ha_per_bohr": 0.040,
  "multiplicity": 1,
  "smiles": "N#CC(Cl)(C=S)C=S",
  "lumo_energy_ha": -0.0526,
  "gap_ev": 8.098,
  "de_lowest_kcal_mol": 19.10
}

=====

[3]
{
  "formula": "C20H33Cl5IrN2O2Si3",
  "method": "ωB97M-V/def2-TZVPD",
  "symbols": ["Ir", "Cl", "C", "C", "Cl", "C", "Cl", "C", "O", "C", "Cl", "C", "Cl", "C", "O", "Si", "C", "C", "C", "Si", "C", "C", "C", "Si", "C", "C", "C", "H", "H", "H", "H", "H", "H", "H", "H", "H", "H", "H", "H", "H", "H", "H", "H", "H", "H", "H", "H", "H", "H", "H", "H", "H", "H", "H", "C", "C", "N", "C", "C", "N", "H", "H", "H", "H", "H", "H"],
  "coordinates": [[0.47695, -0.77885, -0.03233], [6.14820, -0.96135, 4.34962], [4.95671, -0.66796, 3.15184], [3.84529, -1.49043, 3.05584], [3.63402, -2.82123, 4.11605], [2.88551, -1.23061, 2.07971], [1.50513, -2.29388, 1.91009], [2.99576, -0.15695, 1.19503], [2.10832, 0.17415, 0.24264], [4.13608, 0.64783, 1.29255], [4.29114, 1.95650, 0.17926], [5.09985, 0.40170, 2.25755], [6.47592, 1.41383, 2.35436], [-1.49335, -3.35263, 0.49147], [-1.27607, -1.97088, 0.18024], [-2.41804, -0.68307, 0.23541], [-3.60211, -0.87076, -1.17395], [-3.42633, -0.79031, 1.77748], [-1.05982, 0.56932, 0.12213], [-0.76136, 1.53625, 1.76475], [0.67682, 2.71120, 1.73438], [-0.50132, 0.33913, 3.19647], [-2.31187, 2.53914, 2.04872], [-1.02307, 1.66787, -1.43265], [-2.51893, 2.78900, -1.41995], [-1.07120, 0.59783, -2.98612], [0.53539, 2.67979, -1.54473], [-2.30683, -3.74694, -0.11882], [-1.74044, -3.45731, 1.54789], [-0.58151, -3.90729, 0.27933], [-4.04068, -1.87461, -1.14928], [-3.16050, -0.72228, -2.15659], [-4.43050, -0.16495, -1.06780], [-3.95552, -1.74884, 1.79919], [-4.19201, -0.01092, 1.77031], [-2.85749, -0.69700, 2.70170], [1.57925, 2.28787, 1.29493], [0.90304, 2.99619, 2.76699], [0.43363, 3.62631, 1.19337], [0.49572, 0.47096, 3.62623], [-0.60331, -0.71416, 2.93185], [-1.22623, 0.54130, 3.98947], [-2.25392, 3.48789, 1.51238], [-2.40700, 2.76283, 3.11463], [-3.22816, 2.03718, 1.73383], [-3.40567, 2.28793, -1.02294], [-2.75813, 3.13454, -2.42919], [-2.33974, 3.67515, -0.80579], [-1.15139, -0.46631, -2.77450], [-0.15407, 0.75327, -3.56150], [-1.91690, 0.87217, -3.62222], [0.51690, 3.57881, -0.92918], [0.66257, 2.99527, -2.58480], [1.41764, 2.10096, -1.25932], [-0.31775, -2.95924, -2.73467], [0.84148, -2.03470, -2.77086], [1.23593, -1.17172, -1.83769], [2.34626, -0.48754, -2.33436], [2.62283, -0.96553, -3.56377], [1.67380, -1.93457, -3.81541], [-0.83228, -2.85907, -1.78848], [0.00561, -3.99390, -2.85895], [-1.02032, -2.72137, -3.53493], [2.84403, 0.27051, -1.75916], [3.39158, -0.71217, -4.27157], [1.60245, -2.48334, -4.65616]],
  "forces_ev_per_angstrom": [[-0.84, -1.70, 0.74], [-0.01, 0.00, -0.01], [0.09, 0.07, 0.01], [-0.14, -0.05, -0.09], [0.05, 0.02, 0.02], [-0.23, -0.02, -0.13], [0.64, -0.20, 0.37], [-0.52, 0.19, -0.37], [1.55, 0.66, 0.63], [0.14, 0.12, 0.07], [0.04, -0.08, 0.09], [0.05, 0.00, 0.01], [0.03, 0.01, 0.02], [0.11, 0.06, 0.09], [-0.54, 0.07, -0.19], [-0.23, 0.22, -0.14], [-0.09, -0.13, -0.18], [-0.07, -0.16, 0.26], [0.39, 0.51, -0.77], [-0.04, -0.08, -0.14], [0.11, 0.14, 0.02], [0.13, -0.11, 0.07], [-0.19, 0.04, 0.00], [-0.20, -0.03, 0.23], [-0.08, 0.16, -0.03], [-0.07, -0.08, -0.09], [0.18, 0.07, -0.02], [0.00, 0.01, 0.01], [-0.01, 0.00, 0.00], [0.01, 0.01, -0.01], [-0.03, 0.05, 0.01], [-0.02, -0.01, 0.00], [0.04, -0.01, 0.02], [-0.01, 0.04, 0.01], [0.01, -0.04, 0.00], [-0.05, 0.00, -0.02], [-0.02, 0.01, 0.01], [-0.02, -0.01, -0.02], [0.02, -0.01, 0.04], [-0.02, -0.03, -0.01], [-0.01, -0.02, 0.05], [0.04, 0.01, -0.01], [-0.02, -0.03, 0.02], [0.01, 0.02, -0.03], [0.02, 0.04, 0.04], [0.00, 0.01, -0.04], [0.01, 0.01, 0.04], [-0.04, -0.04, -0.02], [-0.05, 0.05, -0.01], [-0.03, -0.01, 0.00], [0.05, 0.02, 0.01], [-0.02, -0.03, -0.04], [0.00, 0.01, 0.03], [-0.03, 0.05, -0.01], [0.04, -0.04, -0.05], [0.09, 0.00, 0.15], [-0.09, 0.41, -0.32], [-0.06, -0.05, -0.02], [-0.10, -0.12, -0.08], [0.09, 0.05, -0.13], [-0.03, 0.01, -0.04], [0.01, 0.02, 0.01], [0.02, 0.00, -0.01], [-0.03, -0.02, -0.07], [-0.01, -0.01, 0.03], [-0.01, -0.01, 0.00]],
  "nbo_charge": [1.11, 0.09, -0.11, -0.06, 0.08, -0.13, 0.05, 0.24, -0.69, -0.03, 0.05, -0.08, 0.09, -0.25, -0.91, 2.03, -1.20, -1.20, -1.61, 1.70, -1.14, -1.15, -1.12, 1.75, -1.14, -1.13, -1.14, 0.20, 0.21, 0.20, 0.25, 0.25, 0.26, 0.26, 0.26, 0.26, 0.25, 0.25, 0.24, 0.25, 0.23, 0.26, 0.25, 0.25, 0.23, 0.23, 0.25, 0.24, 0.21, 0.24, 0.25, 0.25, 0.25, 0.25, -0.67, 0.42, -0.45, -0.08, -0.06, -0.49, 0.25, 0.25, 0.25, 0.27, 0.25, 0.44],
  "fmax_ha_per_bohr": 0.040,
  "total_charge": 1,
  "multiplicity": 1,
  "lumo_energy_ha": -0.1435,
  "gap_ev": 7.005,
  "de_lowest_kcal_mol": 25.84
}

=====

[4]
{
  "formula": "C5H13NO",
  "method": "ωB97M-V/def2-TZVPD",
  "symbols": ["C", "N", "C", "C", "C", "C", "O", "H", "H", "H", "H", "H", "H", "H", "H", "H", "H", "H", "H", "H"],
  "coordinates": [[-0.39491, -3.26948, 0.12482], [-0.04645, -1.90016, 0.11552], [-0.79975, -0.70430, -0.33945], [0.14177, 0.51338, -0.77380], [0.63799, 1.63022, 0.23834], [-0.36817, 2.73471, 0.57260], [1.76646, 2.36365, -0.30442], [0.47313, -3.91727, 0.02954], [-0.85982, -3.82274, -0.75268], [-0.71126, -3.54159, 1.16633], [0.78538, -1.81092, 0.61470], [-1.44743, -0.50521, 0.50547], [-1.43034, -0.92485, -1.23463], [1.05436, -0.02503, -1.08278], [-0.17693, 1.04896, -1.65468], [0.88091, 1.10897, 1.20405], [-0.75991, 2.66823, 1.64449], [0.03306, 3.70586, 0.47808], [-1.38564, 2.75423, -0.01663], [2.60758, 1.89335, -0.53488]],
  "forces_ev_per_angstrom": [[-0.23, -2.17, 0.41], [-0.21, 0.78, -2.44], [0.49, -0.11, 0.09], [1.06, -0.61, 1.02], [-0.05, -1.08, 0.10], [-3.53, -0.97, 0.82], [0.47, -0.37, -0.16], [1.13, 0.41, 0.27], [-0.85, 1.58, 1.05], [-0.97, -0.41, -1.09], [1.23, 1.10, 0.64], [-0.60, 0.96, -0.10], [0.51, -0.21, 0.77], [-0.10, 0.28, -0.01], [-0.62, -0.04, -0.30], [0.26, 0.47, -0.77], [0.76, -0.10, -1.24], [0.75, 0.96, -0.23], [2.10, -0.38, 0.59], [-1.59, -0.11, 0.57]],
  "nbo_charge": [-0.43, -0.68, -0.21, -0.43, 0.11, -0.64, -0.75, 0.19, 0.21, 0.17, 0.37, 0.18, 0.20, 0.21, 0.21, 0.16, 0.21, 0.23, 0.21, 0.48],
  "fmax_ha_per_bohr": 0.073,
  "multiplicity": 1,
  "smiles": "CNCC[C@H](C)O",
  "lumo_energy_ha": 0.0343,
  "gap_ev": 9.017,
  "de_lowest_kcal_mol": 66.08
}

=====

[5]
{
  "formula": "C3H13NO3",
  "method": "ωB97M-V/def2-TZVPD",
  "symbols": ["C", "C", "C", "N", "H", "H", "H", "H", "H", "H", "H", "O", "H", "H", "O", "H", "H", "O", "H", "H"],
  "coordinates": [[0.63937, -1.66005, -1.79786], [1.35454, -1.67468, -0.47667], [0.87628, -0.91669, 0.52800], [1.50806, -0.75376, 1.75277], [1.13902, -2.35310, -2.48532], [-0.36771, -2.08707, -1.70260], [0.41607, -0.76720, -2.39337], [2.39504, -1.95833, -0.38437], [-0.03569, -0.34421, 0.39537], [1.36873, 0.12789, 2.22891], [2.43399, -1.13966, 1.80052], [0.36384, 1.82254, 2.56238], [-0.00930, 1.86789, 1.65408], [-0.37653, 2.10549, 3.11358], [-3.21262, 0.39604, -1.45698], [-2.96227, 0.25590, -0.53780], [-3.70893, -0.42126, -1.61257], [-0.68071, 2.55097, 0.01078], [-0.87056, 3.13636, -0.70796], [-0.27059, 1.81293, -0.49089]],
  "forces_ev_per_angstrom": [[-0.63, -1.68, -0.84], [-0.57, 2.17, 0.18], [1.06, -0.26, 0.00], [-0.47, -0.04, -0.12], [-0.04, 0.17, -0.02], [0.10, -0.15, 0.19], [0.75, 0.50, 0.57], [-0.06, -0.56, -0.22], [-0.24, -0.19, 0.20], [-0.03, -0.15, 0.04], [0.13, 0.07, 0.06], [-0.54, 0.00, -0.57], [0.34, 0.36, 0.77], [0.21, -0.08, 0.01], [-0.20, -0.64, 0.27], [0.21, 0.39, 0.13], [0.03, 0.28, -0.38], [0.65, -1.52, -0.37], [-0.42, 0.97, -0.43], [-0.27, 0.36, 0.55]],
  "nbo_charge": [-0.65, -0.33, 0.03, -0.83, 0.21, 0.21, 0.20, 0.19, 0.16, 0.41, 0.37, -0.97, 0.49, 0.48, -0.93, 0.47, 0.47, -0.95, 0.49, 0.48],
  "fmax_ha_per_bohr": 0.044,
  "multiplicity": 1,
  "smiles": "C/C=C/N.O.O.O",
  "lumo_energy_ha": 0.0170,
  "gap_ev": 8.113,
  "de_lowest_kcal_mol": 27.10
}

=====

[6]
{
  "formula": "C5H11NO",
  "method": "ωB97M-V/def2-TZVPD",
  "symbols": ["C", "C", "C", "C", "N", "C", "O", "H", "H", "H", "H", "H", "H", "H", "H", "H", "H", "H"],
  "coordinates": [[-2.04308, -0.61681, 0.86245], [-0.62742, -0.73396, 0.33690], [-0.58283, -1.35039, -1.06443], [0.06538, 0.64471, 0.34682], [-0.35034, 1.50501, -0.78916], [1.55870, 0.66664, 0.39808], [2.30227, -0.21440, 0.07666], [-2.74734, -0.19094, 0.14214], [-2.47955, -1.58889, 1.10988], [-2.07847, -0.01425, 1.77062], [-0.04568, -1.31435, 1.05908], [-1.05793, -0.65625, -1.75251], [-1.04288, -2.33761, -1.05108], [0.44498, -1.54062, -1.37813], [-0.20783, 1.15825, 1.27835], [-0.10431, 2.46925, -0.55282], [0.25591, 1.30266, -1.59073], [2.01088, 1.61638, 0.74367]],
  "forces_ev_per_angstrom": [[-0.69, -0.14, 0.07], [0.68, 0.47, -0.18], [0.54, -0.29, 0.64], [-0.64, 0.27, 0.16], [0.67, 0.41, 0.16], [0.51, -0.07, 0.07], [0.25, -0.70, -0.22], [0.29, 0.25, -0.07], [0.27, -0.08, 0.01], [-0.04, 0.04, 0.03], [-0.03, -0.31, -0.18], [-0.22, -0.29, -0.20], [-0.41, 0.14, -0.18], [0.06, 0.26, -0.03], [-0.33, 0.04, -0.16], [-0.31, -0.17, -0.08], [-0.38, -0.13, 0.16], [-0.21, 0.31, -0.01]],
  "nbo_charge": [-0.60, -0.22, -0.62, -0.15, -0.81, 0.43, -0.52, 0.21, 0.21, 0.20, 0.21, 0.21, 0.21, 0.22, 0.20, 0.36, 0.36, 0.10],
  "fmax_ha_per_bohr": 0.017,
  "multiplicity": 1,
  "smiles": "CC(C)[C@H](N)C=O",
  "lumo_energy_ha": 0.0319,
  "gap_ev": 10.311,
  "de_lowest_kcal_mol": 26.92
}